(1)
{"formula": "C12H21N3O4RuSi", "method": "ωB97M-V with the def2-TZVPD basis set", "symbols": ["Ru", "O", "C", "O", "C", "C", "C", "C", "C", "N", "H", "H", "H", "H", "C", "O", "C", "O", "N", "N", "H", "H", "H", "H", "H", "H", "C", "Si", "C", "C", "C", "H", "H", "H", "H", "H", "H", "H", "H", "H", "H", "H"], "xyz": [[0.2298, 0.3276, 1.1125], [-2.5811, 0.4778, 3.9889], [-1.7872, 0.1644, 3.1657], [-0.9135, 0.9961, 2.6820], [-1.9469, -1.1926, 2.4648], [-3.0327, -1.9703, 2.7961], [-3.3233, -3.1165, 2.0623], [-2.5382, -3.4081, 0.9780], [-1.4240, -2.5728, 0.6924], [-1.1447, -1.4966, 1.4025], [-3.5511, -1.7613, 3.7025], [-4.1834, -3.7884, 2.2354], [-2.7283, -4.2729, 0.3029], [-0.8159, -2.7862, -0.1767], [-3.0208, 2.5453, -2.7897], [-2.2875, 1.3339, -2.3204], [-1.3543, 1.4369, -1.3624], [-0.7235, 0.4946, -0.9659], [-1.1226, 2.6860, -0.8502], [-0.2121, 2.8324, 0.2213], [-3.6538, 2.1716, -3.6044], [-2.3501, 3.2700, -3.2204], [-3.7029, 2.8993, -1.9842], [-1.3688, 3.5465, -1.3828], [-0.7782, 3.2206, 1.0071], [0.5646, 3.3472, -0.1056], [2.8518, 0.9812, -1.8721], [3.0292, -0.2618, -0.4900], [4.7766, -0.7604, -0.2592], [2.0740, -1.7876, -0.9542], [2.3457, 0.3789, 1.1368], [1.7824, 1.0970, -2.2333], [3.3501, 0.6755, -2.8098], [3.3131, 1.9054, -1.6189], [5.0276, -0.9825, -1.3422], [4.9713, -1.6900, 0.2632], [5.4530, 0.0663, -0.0029], [2.3927, -2.1661, -1.9193], [1.0305, -1.5193, -1.1548], [2.2596, -2.5852, -0.2185], [2.5365, 1.3853, 1.3228], [2.5568, -0.1212, 2.1005]], "orbital_gap_ev": [8.74, 7.95], "total_charge": 1, "spin_multiplicity": 6, "e_tot_ha": -1319.16358}


(2)
{"formula": "C12H21N5O3Pd", "method": "ωB97M-V with the def2-TZVPD basis set", "symbols": ["Pd", "C", "C", "N", "O", "C", "C", "N", "O", "H", "H", "H", "H", "H", "H", "H", "N", "C", "O", "C", "C", "H", "H", "H", "H", "H", "H", "C", "C", "C", "C", "N", "N", "C", "H", "H", "H", "H", "H", "H", "H", "H"], "xyz": [[-0.3737, 0.7812, -0.8351], [3.3874, 0.3424, 1.3329], [1.9395, 0.6188, 1.0365], [1.5253, 0.6635, -0.2047], [2.4663, 0.1462, -1.1488], [1.0445, 0.8715, 2.1117], [1.5240, 1.2440, 3.4838], [-0.2609, 0.7180, 1.8411], [-1.0817, 0.9288, 2.7650], [3.7676, -0.4690, 0.7186], [3.5142, 0.0932, 2.3820], [3.9885, 1.2280, 1.1133], [2.3437, 0.7352, -1.9027], [2.4107, 1.8787, 3.4506], [1.7533, 0.3718, 4.1043], [0.7190, 1.7848, 3.9793], [-3.8029, 2.6949, -2.0111], [-2.5514, 2.2832, -1.7722], [-2.3266, 1.0855, -1.5284], [-1.4148, 3.2543, -1.8361], [-0.3096, 2.7914, -0.8815], [-4.5567, 2.0315, -1.9491], [-4.0103, 3.6645, -2.1606], [-1.7603, 4.2778, -1.6572], [-1.0602, 3.2108, -2.8714], [-0.5242, 3.1113, 0.1410], [0.6542, 3.2071, -1.1733], [1.3362, -4.5036, -1.1245], [0.3396, -3.4411, -0.8091], [-0.8825, -3.4919, -0.1771], [-1.3503, -2.1620, -0.1310], [-0.4735, -1.3663, -0.7199], [0.5429, -2.1486, -1.1285], [-2.5923, -1.6111, 0.4841], [0.9558, -5.4723, -0.8089], [2.2797, -4.3252, -0.6063], [1.5414, -4.5507, -2.1947], [-1.3679, -4.3681, 0.2178], [1.3836, -1.6961, -1.4620], [-2.9974, -2.3162, 1.2083], [-3.3524, -1.4202, -0.2749], [-2.3680, -0.6760, 0.9988]], "orbital_gap_ev": 7.05, "total_charge": 0, "e_tot_ha": -1097.13338}


(3)
{"formula": "C12H21N7O3", "method": "ωB97M-V with the def2-TZVPD basis set", "symbols": ["H", "N", "C", "N", "N", "C", "C", "C", "C", "N", "C", "O", "N", "C", "C", "C", "C", "N", "C", "N", "C", "O", "O", "H", "H", "H", "H", "H", "H", "H", "H", "H", "H", "H", "H", "H", "H", "H", "H", "H", "H", "H", "H"], "xyz": [[4.0136, 0.9125, -0.6633], [4.0753, 0.8853, 0.3417], [2.9472, 0.7754, 0.9177], [2.7962, 0.7696, 2.2952], [1.7382, 0.6872, 0.3636], [1.5623, 0.4901, -1.0268], [2.0324, -0.8531, -1.5869], [1.9658, -2.0047, -0.6094], [0.5721, -2.4372, -0.2454], [-0.3051, -2.8459, -1.3987], [-0.1643, -1.5487, 0.6877], [0.3998, -0.9284, 1.6214], [-1.4528, -1.3292, 0.3170], [-2.3919, -0.6860, 1.2025], [-2.1559, 0.8102, 1.5305], [-1.8348, 1.7862, 0.3873], [-1.0090, 2.8528, 0.4348], [-0.9540, 3.3875, -0.7928], [-1.8601, 2.6729, -1.5395], [-2.2994, 1.6363, -0.8443], [-3.7990, -0.9131, 0.5673], [-4.6277, -1.5691, 1.0912], [-4.0941, -0.2839, -0.5507], [3.6626, 0.7196, 2.8931], [1.9893, 0.2867, 2.6691], [0.9791, 0.5231, 1.0254], [2.0822, 1.2817, -1.4852], [0.5070, 0.5589, -1.1596], [3.1686, -0.7680, -1.8278], [1.6613, -0.9760, -2.5847], [2.5178, -1.7480, 0.2930], [2.4207, -2.8443, -1.1273], [0.6576, -3.3687, 0.2982], [0.1718, -3.5690, -1.9941], [-0.3645, -2.0867, -2.0728], [-1.6884, -1.8989, -0.4597], [-2.3850, -1.2265, 2.1658], [-3.0121, 1.2561, 2.0415], [-1.2879, 0.9862, 2.1432], [-0.5980, 3.3143, 1.3527], [-0.3858, 4.1239, -1.1526], [-1.9361, 2.8959, -2.5845], [-3.3153, 0.2729, -0.9336]], "orbital_gap_ev": 8.64, "total_charge": 0, "smiles": "[H]/N=C(/N)NCCC[C@H](N)C(=O)N[C@@H](Cc1c[nH]cn1)C(=O)O", "e_tot_ha": -1078.90219}


(4)
{"formula": "C12H21N7O3", "method": "ωB97M-V with the def2-TZVPD basis set", "symbols": ["H", "N", "C", "N", "N", "C", "C", "C", "C", "N", "C", "O", "C", "N", "C", "C", "C", "N", "C", "N", "C", "O", "O", "H", "H", "H", "H", "H", "H", "H", "H", "H", "H", "H", "H", "H", "H", "H", "H", "H", "H", "H", "H"], "xyz": [[-0.2060, 2.5214, 3.8706], [0.6162, 2.5925, 3.2459], [1.0680, 1.3822, 3.2157], [0.4479, 0.3123, 3.8338], [2.2781, 1.0674, 2.6292], [2.3004, 0.3634, 1.3780], [2.0602, -1.1720, 1.4901], [0.7490, -1.6862, 0.8845], [0.5553, -1.4067, -0.6209], [-0.7552, -2.0062, -1.0658], [-1.6548, -1.4673, -1.9830], [-2.6808, -2.1097, -2.1526], [-1.2644, -0.2667, -2.8296], [-1.5270, -0.6417, -4.2652], [-2.0971, 0.9727, -2.4508], [-1.7464, 1.4543, -1.0768], [-0.9299, 2.4121, -0.6695], [-0.9149, 2.4047, 0.7322], [-1.7867, 1.4706, 1.1001], [-2.2976, 0.8531, 0.0666], [1.6886, -1.9082, -1.4914], [2.8045, -1.4927, -1.4278], [1.3056, -2.8546, -2.3296], [-0.1312, 0.6433, 4.6115], [1.1201, -0.3340, 4.2525], [2.7631, 1.9585, 2.5110], [3.3088, 0.4359, 0.9370], [1.6151, 0.8336, 0.6289], [2.1063, -1.5290, 2.5240], [2.9453, -1.6144, 1.0276], [0.7829, -2.7847, 1.0361], [-0.1141, -1.2675, 1.4182], [0.4428, -0.3459, -0.7887], [-1.2435, -2.6336, -0.4318], [-0.1960, 0.0085, -2.7909], [-1.5031, 0.2010, -4.8440], [-2.4792, -0.9722, -4.3533], [-1.8171, 1.7041, -3.2450], [-3.1516, 0.6463, -2.4972], [-0.3608, 3.1249, -1.2529], [-0.4005, 2.9937, 1.3534], [-2.0517, 1.1596, 2.1199], [0.3515, -3.0226, -2.3002]], "orbital_gap_ev": 9.50, "total_charge": 0, "smiles": "[H]/N=C(\\N)NCCC[C@H](NC(=O)[C@@H](N)Cc1c[nH]cn1)C(=O)O", "e_tot_ha": -1078.91967}